(1)
This record from OMol25 describes C11H13BN6O2W as an isolated structure. The level of theory is ωB97M-V/def2-TZVPD.

Output
net charge = +2
spin multiplicity = 3
ΔE to the lowest compared entry with this formula, charge and spin = 12.0 kcal/mol
LUMO (alpha / beta) = -8.48 / -8.25 eV
expectation value of S² = 2.011

Geometry as XYZ:
```
34
Properties=species:S:1:pos:R:3:mulliken_charge:R:1
W 0.00 0.34 -0.24 1.365
C 2.54 -0.30 -3.49 -0.889
C 2.55 0.12 -2.17 -0.138
N 1.39 -0.25 -1.59 -0.284
N 0.61 -0.85 -2.55 0.148
C 1.29 -0.87 -3.69 -0.088
B -0.78 -1.53 -2.20 -0.236
N -1.88 -0.42 -1.97 0.149
C -2.96 -0.14 -2.70 -0.088
C -3.74 0.78 -2.03 -0.888
C -3.05 1.08 -0.87 -0.139
N -1.94 0.32 -0.81 -0.284
N -0.60 -2.30 -0.88 0.212
C -0.76 -3.60 -0.61 -0.069
C -0.49 -3.82 0.73 -0.912
C -0.15 -2.58 1.25 -0.126
N -0.22 -1.66 0.28 -0.172
H 3.33 -0.18 -4.22 0.445
H 3.33 0.61 -1.62 0.519
H 0.88 -1.30 -4.59 0.504
H -1.10 -2.24 -3.09 -0.001
H -3.13 -0.62 -3.66 0.504
H -4.69 1.19 -2.35 0.446
H -3.31 1.75 -0.07 0.519
H -1.06 -4.30 -1.37 0.482
H -0.52 -4.76 1.26 0.445
H 0.13 -2.32 2.26 0.509
C 0.76 4.18 0.18 -1.080
C 0.46 2.77 -0.04 1.154
O 0.12 2.26 -1.14 -0.534
O 0.53 1.86 0.92 -0.517
H 0.64 4.74 -0.75 0.346
H 1.78 4.30 0.56 0.349
H 0.10 4.59 0.95 0.349
```


(2)
This record from OMol25 describes C24H33AlBr45O3 as an isolated structure. The level of theory is ωB97M-V/def2-TZVPD.

Output
net charge = -1
LUMO = 0.89 eV

Geometry as XYZ:
```
106
Properties=species:S:1:pos:R:3:mulliken_charge:R:1
C 6.83 -0.22 -2.60 -0.524
C 6.71 -1.71 -2.48 0.440
O 7.67 -2.45 -2.64 -0.628
O 5.48 -2.21 -2.22 -0.328
C 5.07 -2.02 -0.84 -1.112
C 4.00 -0.94 -0.73 0.868
C 2.54 -1.42 -0.82 -0.840
Al 1.52 0.03 -1.83 0.139
C -0.42 -0.44 -2.20 -0.710
C 1.69 1.87 -0.95 -0.033
C 2.89 2.55 -1.47 0.378
C 4.25 2.32 -0.55 -0.319
O 3.37 3.62 -0.84 -0.551
H 6.83 0.25 -1.61 0.198
H 6.02 0.20 -3.18 0.170
H 7.80 -0.03 -3.03 0.375
H 5.93 -1.74 -0.23 0.382
H 4.71 -2.98 -0.50 0.460
H 4.16 -0.34 0.17 0.077
H 4.16 -0.27 -1.58 -0.619
H 2.54 -2.35 -1.40 0.466
H 2.09 -1.57 0.16 0.285
H 2.27 0.15 -3.29 -0.333
H -0.51 -1.42 -2.66 0.252
H -0.84 0.27 -2.91 0.063
H -0.99 -0.41 -1.27 0.153
H 1.82 1.87 0.13 -0.323
H 0.86 2.51 -1.30 0.415
H 3.05 2.53 -2.55 0.340
H 5.09 2.94 -0.25 0.268
H 4.76 2.04 -1.52 -0.303
C 1.25 1.12 3.66 -0.390
Br 2.05 2.15 5.08 0.124
Br 0.11 2.21 2.57 -0.011
Br 2.58 0.20 2.63 -0.021
H 0.63 0.37 4.14 0.432
C -2.16 2.56 -5.71 -0.419
Br -3.56 2.81 -4.42 -0.033
Br -0.50 3.33 -5.13 0.010
Br -1.95 0.71 -6.18 -0.014
H -2.46 3.08 -6.61 0.391
C -4.05 1.38 3.42 -0.330
Br -3.02 1.82 4.98 0.015
Br -4.79 2.96 2.60 -0.049
Br -3.04 0.35 2.15 0.087
H -4.88 0.77 3.74 0.301
C -2.66 1.88 9.04 -0.308
Br -3.48 3.06 10.32 -0.036
Br -1.30 2.78 8.02 0.115
Br -2.00 0.27 9.87 -0.032
H -3.44 1.58 8.34 0.250
C 4.99 1.93 7.72 0.027
Br 4.30 3.71 8.02 0.005
Br 6.76 1.72 8.44 0.003
Br 3.79 0.59 8.39 -0.019
H 5.06 1.80 6.65 -0.048
C -5.05 -2.38 -5.74 -0.176
Br -4.46 -1.53 -4.12 0.115
Br -6.21 -1.24 -6.77 -0.034
Br -3.57 -3.02 -6.78 -0.003
H -5.64 -3.24 -5.45 0.052
C -6.47 -5.63 -8.76 -0.295
Br -8.07 -6.15 -9.69 -0.054
Br -6.83 -5.27 -6.90 0.077
Br -5.06 -6.91 -9.00 -0.010
H -6.13 -4.70 -9.20 0.352
C -8.63 -8.83 -4.64 -0.333
Br -10.25 -8.45 -3.66 -0.029
Br -8.88 -8.58 -6.53 -0.019
Br -7.14 -7.82 -3.97 0.035
H -8.41 -9.87 -4.49 0.344
C 6.22 3.17 -5.05 -0.386
Br 4.58 2.34 -5.59 0.000
Br 6.05 4.04 -3.35 0.008
Br 7.68 1.91 -5.07 0.004
H 6.46 3.94 -5.77 0.351
C -6.71 0.47 0.34 -0.106
Br -6.60 -0.67 1.89 -0.045
Br -6.04 -0.39 -1.24 0.099
Br -8.49 1.16 0.10 0.040
H -6.06 1.32 0.53 0.048
C 9.73 -0.65 10.27 -0.308
Br 10.86 -1.60 11.51 -0.056
Br 7.87 -0.79 10.75 -0.003
Br 10.27 1.18 10.06 -0.037
H 9.85 -1.13 9.31 0.368
C 7.15 3.47 3.89 -0.408
Br 8.36 2.46 4.99 -0.043
Br 7.64 3.42 2.03 -0.025
Br 5.33 2.92 4.16 0.103
H 7.21 4.50 4.21 0.383
C -0.16 6.07 5.61 -0.309
Br 1.05 5.00 6.66 -0.090
Br 0.34 6.08 3.76 -0.017
Br -1.99 5.51 5.85 -0.029
H -0.08 7.08 5.97 0.334
C -3.10 -6.39 -4.87 0.418
Br -3.14 -6.77 -2.99 -0.028
Br -1.34 -5.89 -5.47 -0.023
Br -3.81 -7.84 -5.91 -0.030
H -3.74 -5.53 -5.04 -0.351
C -12.91 1.87 -0.20 -0.294
Br -13.82 2.91 1.14 -0.017
Br -11.52 2.88 -1.06 -0.045
Br -12.25 0.21 0.51 -0.022
H -13.64 1.62 -0.96 0.341
```


no.,energy (eV)
1,-27141.152
2,-3190066.567